[1]
Molecular formula: C4H9N3S
Method: DFT, ωB97M-V with the def2-TZVPD basis set

Geometry (Å):
1 H 1.2642 1.8428 1.0348
2 H 2.6799 -0.1726 1.3305
3 C 1.1880 1.1072 0.2247
4 S -2.2114 -0.9693 -0.1547
5 C 0.8262 -1.0206 0.5237
6 H 3.5215 -1.1017 -0.6737
7 H 1.3507 1.6351 -0.7086
8 H -2.6941 1.6753 -0.2695
9 N 0.0747 0.1930 0.2633
10 H 0.6715 -1.7945 -0.1802
11 N -1.6522 1.6134 -0.2105
12 H 0.6273 -1.4562 1.5369
13 C 2.0955 -0.1083 0.4019
14 C -1.1991 0.3390 -0.0014
15 H 2.2054 -0.3523 -1.5441
16 H -1.1661 2.3353 0.3537
17 N 2.9287 -0.2358 -0.8098

Output
- spin multiplicity = 1
- gap between HOMO and LUMO (eV) = 8.77
- relative energy (zero: lowest compared OMol25 entry of this formula, charge and spin) (kJ/mol) = 75.50
- charge = 0
- SMILES string = NC(=S)N1CC(N)C1

Results of the Mulliken charge analysis, in e, for atoms 1 through 8: atom 1 (H): 0.329, atom 2 (H): 0.412, atom 3 (C): -0.970, atom 4 (S): -0.424, atom 5 (C): -0.785, atom 6 (H): 0.264, atom 7 (H): 0.376, atom 8 (H): 0.266

[2]
Molecular formula: C16H20O2
Method: DFT, ωB97M-V with the def2-TZVPD basis set

Geometry (Å):
1 H -1.0935 0.3294 4.2846
2 H 3.7032 -1.6611 3.0474
3 C -0.8739 -0.1733 3.3503
4 H 0.4244 1.4291 0.1803
5 H 4.0686 -2.2124 1.4444
6 C -2.3897 0.5424 -2.5490
7 O -2.7000 -1.3844 -3.9975
8 H 0.8332 3.7446 -0.1743
9 C 0.8145 1.6218 -0.8064
10 H 1.7955 1.2304 -1.0086
11 H 0.2466 3.4200 -1.9314
12 H -3.3584 0.1801 3.3566
13 H 1.3962 -0.1769 -2.6292
14 H 2.7397 0.0647 1.6970
15 C -0.0960 -1.3033 0.9367
16 H -1.8811 2.1301 -1.1512
17 C 3.2354 -2.0089 2.1203
18 C 2.3276 -0.9192 1.4697
19 C -0.5460 -0.8323 -3.3032
20 C 0.4771 -0.3725 3.0558
21 H 1.8756 3.4677 -1.3755
22 C -1.4362 -1.0018 1.1660
23 H 0.1575 -1.6017 -0.0718
24 H -2.1137 -1.1528 0.3441
25 H 1.2197 -0.2369 3.8333
26 O -3.1797 -0.3819 2.5894
27 H -3.6386 -1.2233 -3.8157
28 C -1.5313 1.2979 -1.7445
29 C -1.8171 -0.4524 2.3838
30 H -3.4743 0.6109 -2.5629
31 C 0.8783 -1.0341 1.8941
32 C 0.8653 3.1473 -1.0815
33 C -0.2137 0.9341 -1.7245
34 C -1.9122 -0.5596 -3.2282
35 H -0.1343 -1.4523 -4.0954
36 C 0.3223 -0.0613 -2.5547
37 H 2.6282 -2.9005 2.2575
38 H 2.3804 -1.0476 0.3941

Output
- spin multiplicity = 1
- gap between HOMO and LUMO (eV) = 9.06
- relative energy (zero: lowest compared OMol25 entry of this formula, charge and spin) (kJ/mol) = 165.79
- charge = 0
- SMILES string = CCc1ccc(O)cc1.CCc1ccc(O)cc1

Results of the Mulliken charge analysis, in e, for atoms 1 through 8: atom 1 (H): 0.314, atom 2 (H): 0.300, atom 3 (C): -0.628, atom 4 (H): -0.015, atom 5 (H): 0.371, atom 6 (C): -0.557, atom 7 (O): -0.543, atom 8 (H): 0.355

[3]
Molecular formula: C16H27NO7S
Method: DFT, ωB97M-V with the def2-TZVPD basis set

Geometry (Å):
1 O -0.6146 1.3999 -2.0511
2 H 1.8655 0.7118 2.6465
3 H 3.0846 0.4256 -2.1296
4 H -0.8087 0.1167 -0.1402
5 O -2.7135 -3.2112 -0.9044
6 H 0.5024 1.2186 -4.3353
7 C 0.9011 -1.2007 2.0269
8 C -4.0608 -3.5710 -1.2444
9 O 3.4243 -0.6993 2.2737
10 O 3.9562 1.0841 4.1405
11 C -2.0522 -2.1653 -1.4314
12 C -0.8268 0.1144 3.6153
13 H -3.4730 -5.3273 -2.3476
14 O -0.9802 -1.8321 -0.9764
15 C 3.5456 2.4459 -1.4449
16 H 3.3015 3.0902 -0.5974
17 C -1.1285 0.3844 0.9190
18 C 2.0962 -0.4098 2.8146
19 H 1.1687 -1.4545 0.9484
20 H -2.1749 -1.9175 -3.5403
21 H -3.7019 -1.5234 -2.7090
22 C 1.1532 1.6872 -3.5946
23 H 3.1716 0.6208 -0.3932
24 H 0.5823 -2.1483 2.6103
25 C -2.6172 -1.4798 -2.6438
26 H -3.7020 -3.9114 -3.3574
27 C 0.5843 1.4200 -2.2289
28 H 2.1448 1.2683 -3.7483
29 H 3.2344 2.9782 -2.3459
30 H -3.5888 2.4309 2.9365
31 H -2.8546 1.8317 0.3213
32 C -0.3843 -0.2136 2.1366
33 H -0.2673 -0.3398 4.5113
34 H 4.6290 2.3088 -1.4818
35 H -4.4463 -4.1422 -0.3966
36 H 3.2491 3.5451 1.3550
37 C 2.8436 1.1102 -1.3133
38 H -2.2679 1.2599 5.0200
39 C -2.7346 1.7107 2.7045
40 C -4.0945 -4.4388 -2.4859
41 S 4.4019 0.6257 2.7571
42 C -2.0013 1.0709 3.9311
43 H -4.6930 -2.6847 -1.3321
44 C -2.3269 1.3625 1.2319
45 O 1.4237 1.2850 -1.1889
46 H -2.3533 -0.4210 -2.5934
47 H 3.9890 3.4859 2.8186
48 H 1.9661 -0.7053 3.9197
49 H 1.1761 2.7644 -3.7676
50 O 4.1711 1.8813 1.6263
51 H -5.1169 -4.7556 -2.7060
52 N 3.4178 2.9137 2.1649

Output
- spin multiplicity = 1
- gap between HOMO and LUMO (eV) = 8.60
- relative energy (zero: lowest compared OMol25 entry of this formula, charge and spin) (kJ/mol) = 485.23
- charge = 0

Results of the Mulliken charge analysis, in e, for atoms 1 through 8: atom 1 (O): -0.547, atom 2 (H): 0.559, atom 3 (H): 0.330, atom 4 (H): 0.258, atom 5 (O): -0.354, atom 6 (H): 0.339, atom 7 (C): -0.509, atom 8 (C): -0.419

[4]
Molecular formula: C7H11N
Method: DFT, ωB97M-V with the def2-TZVPD basis set

Geometry (Å):
1 H -0.5740 -2.5636 -1.9797
2 H -2.4305 1.3395 0.3735
3 C -0.4031 -0.7161 -0.9007
4 C -1.6829 -0.2770 -0.7390
5 H -2.5960 -0.5840 -1.2175
6 C -0.1474 1.7210 1.9234
7 C 0.3705 -0.0266 0.1017
8 H 2.1442 -1.2474 0.2585
9 N -1.7453 0.6031 0.3182
10 H 1.0862 -2.0609 -1.6525
11 H 2.3285 0.1655 -0.6321
12 C 0.0892 -1.7186 -1.8830
13 H -0.7073 2.6484 1.8854
14 H 0.9046 1.9720 2.0199
15 H -0.4159 1.2171 2.8493
16 H 2.3280 0.2829 1.1246
17 C 1.8463 -0.2025 0.2803
18 C -0.4637 0.8065 0.7885
19 H 0.0684 -1.3594 -2.9191

Output
- spin multiplicity = 1
- gap between HOMO and LUMO (eV) = 8.75
- relative energy (zero: lowest compared OMol25 entry of this formula, charge and spin) (kJ/mol) = 27.59
- charge = 0
- SMILES string = Cc1c[nH]c(C)c1C

Results of the Mulliken charge analysis, in e, for atoms 1 through 8: atom 1 (H): 0.348, atom 2 (H): 0.260, atom 3 (C): 0.801, atom 4 (C): -0.839, atom 5 (H): 0.413, atom 6 (C): -1.368, atom 7 (C): 0.825, atom 8 (H): 0.304

Number 1: E_HOMO -8.075 eV, M 131.2 g mol⁻¹. Number 2: E_HOMO -8.319 eV, M 244.3 g mol⁻¹. Number 3: E_HOMO -7.958 eV, M 377.5 g mol⁻¹. Number 4: E_HOMO -7.688 eV, M 109.2 g mol⁻¹.